{
  "formula": "C54H40BrClF4N5O2P3ScSe2",
  "method": "the ωB97M-V functional and the def2-TZVPD basis",
  "de_lowest_kj_mol": 16.33,
  "orbital_gap_ev": 6.961,
  "charge": 1,
  "lumo_ev": -3.16,
  "e_homo_ev": -10.120,
  "max_force_ha_per_bohr": 0.056,
  "symbols": ["Sc", "Cl", "C", "C", "C", "C", "O", "C", "C", "O", "C", "H", "H", "H", "H", "F", "C", "C", "F", "C", "F", "C", "P", "C", "C", "C", "C", "C", "C", "C", "C", "C", "C", "C", "C", "C", "Br", "C", "F", "H", "H", "H", "H", "H", "H", "H", "H", "H", "H", "Se", "P", "C", "C", "C", "C", "C", "C", "C", "C", "C", "C", "C", "C", "C", "C", "N", "N", "N", "P", "Se", "C", "C", "C", "C", "C", "C", "C", "C", "C", "C", "C", "C", "H", "H", "H", "H", "H", "H", "H", "H", "H", "H", "H", "H", "H", "H", "H", "H", "H", "H", "H", "H", "C", "N", "C", "C", "N", "H", "H", "H", "H", "H", "H"],
  "xyz": [[8.320531, -10.416241, 17.906073], [15.605688, -11.301674, 16.626241], [13.944524, -11.212895, 17.207302], [13.733424, -11.256678, 18.577743], [12.445453, -11.204243, 19.065230], [11.364812, -11.089298, 18.162772], [10.150871, -11.098114, 18.651781], [11.619098, -11.120487, 16.807053], [10.594192, -10.960084, 15.841644], [9.399023, -10.601575, 16.090311], [12.939720, -11.121812, 16.328303], [14.536312, -11.364368, 19.316322], [12.215312, -11.176276, 20.148841], [10.875152, -11.084699, 14.813873], [13.166737, -10.885261, 15.307870], [13.907167, -8.390590, 21.972237], [12.658344, -8.760823, 21.745434], [12.033950, -9.551635, 22.687301], [12.758773, -9.918690, 23.730698], [10.647629, -9.786680, 22.525593], [9.955290, -10.433085, 23.458914], [9.976505, -9.462726, 21.325573], [8.295248, -10.122953, 20.850229], [7.045112, -9.177113, 21.709383], [7.284467, -8.084327, 22.592719], [6.274957, -7.349610, 23.108369], [4.935667, -7.674212, 22.833176], [4.683612, -8.766956, 22.014343], [5.709536, -9.500632, 21.425344], [8.244266, -11.733751, 21.791623], [9.069824, -12.740619, 21.347803], [9.100814, -13.955376, 22.005997], [8.278934, -14.198596, 23.165601], [7.441347, -13.228383, 23.563264], [7.428391, -11.961243, 22.917656], [10.723904, -8.647438, 20.421154], [9.780183, -8.041079, 18.868510], [12.009561, -8.234835, 20.598567], [12.698412, -7.510428, 19.714642], [8.272432, -7.748803, 22.740422], [6.539509, -6.492455, 23.697024], [4.124492, -7.181613, 23.388100], [3.667890, -9.028230, 21.782470], [5.453959, -10.255095, 20.751312], [9.738608, -12.600117, 20.499912], [9.724415, -14.750338, 21.690109], [8.215484, -15.201773, 23.644074], [6.768104, -13.392970, 24.385617], [6.769711, -11.182436, 23.260862], [3.442526, -13.146467, 21.487207], [2.711191, -12.004630, 19.896314], [1.543177, -10.631230, 20.445083], [1.180637, -10.627038, 21.780279], [0.197476, -9.742261, 22.196525], [-0.370745, -8.847689, 21.283009], [0.013596, -8.780245, 19.963651], [0.988462, -9.656518, 19.586649], [1.891076, -12.962665, 18.573688], [1.431077, -12.312970, 17.447286], [0.845620, -13.106036, 16.428948], [0.770348, -14.489087, 16.481450], [1.195812, -15.112914, 17.651343], [1.757900, -14.342136, 18.710500], [4.019899, -11.149639, 18.920332], [5.232261, -11.665792, 18.327513], [6.009583, -10.582378, 18.090370], [5.343010, -9.463431, 18.492948], [4.148438, -9.819415, 18.941906], [5.880738, -13.209096, 17.694805], [7.964935, -13.055336, 17.826819], [5.373949, -14.724316, 18.514326], [4.663290, -15.728379, 17.884848], [4.227387, -16.842217, 18.597862], [4.489180, -16.867090, 19.975172], [5.299358, -15.930277, 20.616625], [5.763661, -14.865939, 19.859805], [5.396551, -13.229462, 15.938723], [4.075884, -13.252119, 15.478949], [3.804395, -13.316625, 14.092214], [4.864469, -13.387841, 13.161848], [6.172432, -13.226921, 13.670472], [6.432657, -13.149795, 15.029760], [1.603057, -11.295574, 22.468235], [-0.069448, -9.711045, 23.253012], [-1.192503, -8.242988, 21.666639], [-0.357460, -8.098768, 19.195644], [1.365756, -9.530552, 18.610119], [1.508004, -11.250298, 17.434925], [0.529847, -12.612305, 15.494997], [0.382124, -15.012936, 15.605875], [1.170363, -16.196758, 17.860765], [2.228163, -14.815740, 19.542710], [4.405784, -15.638212, 16.878573], [3.728152, -17.673269, 18.083081], [4.157665, -17.706746, 20.567099], [5.646990, -16.063325, 21.665337], [6.308716, -14.039649, 20.345850], [3.241712, -13.308374, 16.218586], [2.795214, -13.379030, 13.680947], [4.734712, -13.484482, 12.112628], [6.978079, -13.212589, 12.942044], [7.446524, -13.086732, 15.360756], [5.047378, -6.478487, 16.396764], [5.607971, -7.680581, 15.729171], [4.636298, -8.520119, 15.140877], [6.696394, -8.170608, 16.276029], [7.767403, -8.516456, 16.622789], [4.531118, -5.904546, 15.667082], [5.865519, -5.875895, 16.827124], [4.405126, -6.800016, 17.170679], [3.953584, -7.891426, 14.528172], [4.019583, -9.061636, 15.854059], [5.078328, -9.273792, 14.497793]],
  "forces_ev_per_a": [[0.51, 0.03, 0.21], [-0.44, 0.16, 0.15], [2.19, -0.22, -0.06], [-0.62, -0.31, 1.59], [0.18, 0.46, 0.35], [-0.89, -0.90, 1.84], [-0.49, 0.40, -0.41], [-0.05, 0.62, -1.47], [-1.72, 0.99, 1.19], [1.40, -0.82, -0.39], [-0.35, 0.26, -0.23], [-0.07, 0.13, -0.65], [0.25, -0.22, -0.83], [0.03, -0.09, -0.76], [-0.08, -0.42, -0.53], [0.32, -0.12, -0.07], [0.05, 0.97, -0.74], [-0.94, 0.64, -0.46], [-0.46, -0.25, 0.22], [-0.26, -0.55, -0.99], [0.61, 0.13, 0.27], [1.15, 0.79, 0.46], [0.41, -0.98, 0.55], [-0.85, 1.21, 0.68], [0.26, -1.53, -1.89], [-1.45, 0.48, 0.21], [0.36, -0.49, 0.75], [-0.06, 0.34, 0.06], [0.98, 1.49, 1.25], [-0.92, 0.85, 0.68], [0.88, -1.14, -0.18], [-1.19, -0.13, 1.81], [1.36, -1.54, -1.99], [-0.99, 2.43, 0.09], [0.46, -0.69, -0.69], [-1.92, -0.40, -0.36], [0.42, 0.38, 0.08], [0.68, -1.07, 0.99], [-0.40, -0.18, 0.44], [1.16, 0.13, 0.33], [-0.14, 0.25, 0.35], [0.36, -0.03, -0.64], [-0.32, -0.15, -0.05], [-0.13, -1.22, -0.63], [-0.25, 0.07, 0.05], [0.63, -0.52, -0.47], [0.42, 0.88, -0.44], [-0.16, 0.05, 0.24], [-0.14, 0.06, 0.15], [-0.03, 0.20, 0.05], [-0.34, 1.15, -0.48], [0.48, -0.22, -0.69], [-0.85, 0.68, -0.80], [0.17, 0.62, -0.25], [-1.27, 0.14, 1.49], [0.20, -0.06, 0.03], [1.00, -1.12, 0.11], [-0.02, -0.42, 0.86], [-1.00, -1.60, -0.59], [0.38, 1.66, -0.55], [-0.02, 0.04, 0.55], [0.71, -0.05, 1.46], [-0.33, -0.07, -1.91], [1.27, -0.87, -0.47], [-1.34, 0.99, 1.00], [-0.27, 0.56, 0.52], [-0.50, -1.31, -0.83], [0.58, 0.59, 0.08], [-0.96, -0.24, -0.61], [1.45, -0.06, 0.52], [0.16, 0.34, 0.93], [-0.18, -0.45, 0.97], [0.34, 0.35, 0.56], [0.39, -0.80, -0.04], [0.52, -0.11, -0.26], [-0.21, 0.91, 0.24], [-0.30, 0.16, 0.15], [-0.85, -0.48, -0.03], [0.61, -0.36, -0.20], [0.71, 0.85, 2.53], [-0.74, -0.33, -0.98], [-0.16, -0.27, -1.01], [0.60, -0.92, 0.75], [-0.16, -0.01, -0.36], [0.26, 0.15, -0.20], [-0.17, -0.02, 0.64], [0.44, -0.23, -1.06], [-0.07, 0.55, -0.61], [0.05, -0.17, 0.59], [0.07, -0.07, 0.47], [-0.15, 0.61, -0.65], [-0.09, -0.37, 0.61], [-0.29, 0.13, -1.59], [0.08, 0.49, 0.39], [-0.19, -0.17, -0.04], [-0.63, 0.20, -0.89], [-0.03, -0.59, -0.26], [0.84, 0.15, -0.87], [0.11, 0.04, 0.53], [-0.37, -0.08, -0.65], [0.09, 0.02, 0.27], [0.36, 0.06, 0.08], [1.75, -0.10, 0.04], [0.99, 1.22, 1.36], [-1.56, -0.88, -1.39], [1.51, -0.28, -0.24], [-1.82, 0.00, 0.00], [-0.45, 0.47, -0.62], [-0.37, -0.31, -0.25], [-0.86, -0.23, 0.95], [0.54, -0.40, 0.31], [-0.05, 0.07, 0.44], [0.23, 0.04, -0.17]]
}

---

{
  "formula": "C54H41BrCl4GeN5Sn",
  "method": "the ωB97M-V functional and the def2-TZVPD basis",
  "de_lowest_kj_mol": 21.28,
  "orbital_gap_ev": 5.719,
  "charge": 1,
  "lumo_ev": -4.15,
  "e_homo_ev": -9.869,
  "max_force_ha_per_bohr": 0.016,
  "symbols": ["Sn", "Cl", "C", "C", "C", "C", "C", "C", "C", "C", "C", "C", "C", "C", "C", "C", "C", "C", "Cl", "C", "C", "C", "N", "C", "C", "C", "C", "C", "C", "Cl", "C", "C", "C", "C", "C", "C", "N", "C", "C", "C", "C", "C", "N", "C", "C", "C", "C", "Cl", "C", "C", "C", "C", "N", "H", "H", "H", "H", "H", "H", "H", "H", "H", "H", "H", "H", "H", "H", "H", "H", "H", "H", "H", "H", "H", "H", "H", "H", "C", "C", "C", "C", "C", "Br", "N", "C", "H", "H", "H", "H", "H", "H", "C", "Ge", "C", "C", "C", "H", "H", "H", "H", "H", "H", "H", "H", "H", "H", "H"],
  "xyz": [[0.271837, 0.314888, -0.081155], [7.273841, 2.503571, -5.867131], [6.089137, 2.232131, -4.636053], [6.406999, 2.488243, -3.312569], [5.456275, 2.268917, -2.328941], [4.188140, 1.790827, -2.651571], [3.886196, 1.562038, -3.993811], [4.829310, 1.773774, -4.986252], [3.132295, 1.560820, -1.627568], [3.358682, 0.695702, -0.558025], [4.623303, 0.109336, -0.202884], [4.447410, -0.541614, 0.968491], [3.057404, -0.428232, 1.310670], [2.467778, -1.068184, 2.398364], [3.355819, -1.864655, 3.303842], [3.950330, -1.275565, 4.414634], [4.776568, -2.013657, 5.249556], [5.008456, -3.349507, 4.964230], [6.045843, -4.275628, 5.997126], [4.422581, -3.956653, 3.865059], [3.595888, -3.208955, 3.039229], [1.112755, -1.034577, 2.685800], [0.122572, -0.431542, 1.935502], [-1.061575, -0.677585, 2.587910], [-2.297250, -0.144660, 2.250110], [-3.489733, -0.573443, 3.046198], [-3.954207, 0.215859, 4.094642], [-5.069944, -0.159030, 4.826766], [-5.730309, -1.333880, 4.502269], [-7.131887, -1.802810, 5.403594], [-5.280995, -2.139750, 3.469128], [-4.159657, -1.755445, 2.748679], [-2.444696, 0.883651, 1.320788], [-3.646254, 1.641547, 1.144650], [-3.354204, 2.666090, 0.312471], [-1.975652, 2.539684, -0.062225], [-1.439822, 1.426120, 0.550492], [-1.314686, 3.419973, -0.906104], [-0.007053, 3.232205, -1.340306], [0.706858, 4.126481, -2.197591], [1.902616, 3.552096, -2.475776], [1.961977, 2.322855, -1.746901], [0.786369, 2.144063, -1.057776], [-2.047310, 4.635012, -1.370107], [-2.346966, 4.818311, -2.717326], [-3.010949, 5.955742, -3.149882], [-3.370096, 6.923161, -2.225714], [-4.186564, 8.352954, -2.760766], [-3.083704, 6.762975, -0.879677], [-2.426047, 5.617784, -0.458470], [-0.812887, -1.467433, 3.760663], [0.520684, -1.669443, 3.831224], [2.414551, 0.340437, 0.377453], [7.386996, 2.867253, -3.057358], [5.697582, 2.518201, -1.303701], [2.901974, 1.196183, -4.263188], [4.591394, 1.587993, -6.024485], [5.534004, 0.189808, -0.769578], [5.185052, -1.073621, 1.547314], [3.765510, -0.229838, 4.629003], [5.238962, -1.559859, 6.115365], [4.614100, -5.001290, 3.660990], [3.129948, -3.677120, 2.179471], [-3.436122, 1.135614, 4.340652], [-5.426771, 0.452753, 5.643912], [-5.805602, -3.055770, 3.233441], [-3.800948, -2.395593, 1.952092], [-4.586246, 1.425852, 1.626186], [-4.013970, 3.445731, -0.029824], [0.348619, 5.088707, -2.524663], [2.705636, 3.955569, -3.071011], [-2.073448, 4.054120, -3.434410], [-3.251009, 6.093063, -4.195268], [-3.368536, 7.530110, -0.172792], [-2.193567, 5.490351, 0.592154], [-1.572930, -1.787691, 4.455139], [1.073906, -2.195745, 4.592165], [-4.672576, -3.519390, -0.988089], [-3.982605, -2.378712, -1.686613], [-4.196509, -2.090752, -3.031779], [-3.550208, -1.022036, -3.623972], [-2.697355, -0.270437, -2.829367], [-1.718222, 1.149455, -3.623357], [-2.471249, -0.505321, -1.556773], [-3.106894, -1.547743, -1.007315], [-4.849518, -4.349554, -1.670364], [-5.641428, -3.202099, -0.597350], [-4.079446, -3.887702, -0.150500], [-4.859018, -2.713435, -3.621781], [-3.685591, -0.781172, -4.668198], [-2.885773, -1.727828, 0.040452], [0.108418, -4.101782, -2.491378], [0.821727, -3.138473, -0.953894], [-0.171270, -3.750232, 0.604328], [2.738687, -3.440426, -0.850173], [0.518702, -1.254683, -1.445349], [0.303920, -5.170921, -2.387800], [0.570808, -3.759569, -3.418042], [-0.971717, -3.957459, -2.563303], [0.171633, -4.753217, 0.866106], [-1.232039, -3.815280, 0.351291], [-0.057578, -3.114954, 1.478994], [2.950384, -4.482574, -0.604206], [3.222283, -2.802466, -0.109979], [3.176269, -3.228031, -1.827095], [-0.325920, -1.240561, -2.124286], [1.397543, -0.902378, -1.996743]],
  "forces_ev_per_a": [[0.28, 0.39, 0.64], [-0.01, -0.01, 0.00], [0.00, 0.00, -0.04], [0.01, 0.01, 0.04], [0.00, 0.08, 0.04], [0.02, 0.05, 0.02], [-0.01, -0.11, 0.02], [-0.03, 0.00, 0.00], [-0.04, 0.00, 0.04], [0.01, -0.10, -0.05], [-0.06, 0.04, -0.12], [-0.09, -0.06, 0.06], [0.06, 0.06, -0.12], [0.06, -0.06, 0.07], [-0.03, 0.04, -0.02], [0.00, 0.02, -0.01], [-0.01, 0.04, -0.01], [0.02, -0.02, 0.02], [-0.02, 0.01, -0.01], [-0.02, 0.00, -0.04], [-0.02, -0.03, 0.01], [-0.13, -0.05, -0.05], [0.14, -0.14, 0.21], [0.07, -0.06, 0.00], [-0.05, 0.00, 0.02], [-0.02, 0.08, -0.10], [-0.01, 0.03, -0.01], [0.02, 0.02, 0.00], [-0.01, -0.01, 0.02], [0.01, 0.00, -0.01], [0.01, -0.01, -0.02], [0.03, -0.04, 0.04], [-0.01, 0.04, 0.03], [0.00, -0.13, 0.04], [0.07, 0.04, -0.11], [-0.14, -0.09, -0.02], [-0.14, -0.02, 0.04], [-0.13, 0.08, 0.02], [0.14, -0.05, -0.10], [-0.07, 0.01, 0.01], [0.02, -0.06, -0.06], [0.07, 0.04, 0.01], [0.07, 0.15, -0.16], [0.07, 0.00, 0.00], [-0.02, -0.02, -0.02], [0.01, -0.05, -0.02], [-0.01, 0.03, -0.01], [0.00, -0.01, 0.01], [0.00, -0.02, 0.04], [0.02, 0.00, 0.02], [-0.12, 0.01, -0.05], [0.10, -0.02, -0.08], [0.12, -0.03, 0.15], [-0.01, 0.00, 0.00], [-0.01, -0.05, 0.03], [0.01, 0.02, 0.00], [0.01, -0.01, 0.01], [0.01, 0.05, -0.03], [-0.02, 0.00, -0.01], [0.01, -0.01, 0.01], [0.00, 0.00, -0.02], [-0.01, 0.01, 0.00], [0.02, 0.00, 0.02], [-0.01, -0.02, 0.00], [0.00, -0.01, -0.01], [0.01, 0.01, 0.01], [0.00, 0.01, -0.01], [0.03, 0.00, 0.00], [0.02, 0.01, 0.02], [-0.01, -0.03, 0.01], [-0.02, -0.02, 0.02], [0.00, 0.05, 0.01], [0.01, 0.00, 0.01], [0.00, -0.01, -0.01], [0.01, 0.01, -0.01], [0.02, 0.01, -0.01], [-0.01, 0.02, -0.01], [0.03, 0.07, -0.05], [-0.03, -0.06, 0.07], [-0.02, -0.01, -0.05], [0.00, 0.01, -0.04], [-0.06, -0.10, 0.00], [0.05, -0.02, -0.02], [-0.18, -0.14, -0.02], [0.07, 0.10, 0.05], [0.01, -0.01, 0.00], [0.00, 0.01, 0.00], [0.01, 0.00, -0.01], [0.00, 0.03, 0.01], [-0.01, -0.01, 0.01], [-0.01, 0.01, -0.02], [0.02, -0.15, -0.02], [-0.09, -0.01, -0.20], [-0.04, -0.02, 0.09], [0.09, -0.03, 0.10], [-0.14, 0.19, -0.18], [-0.03, 0.02, -0.04], [-0.02, 0.00, 0.01], [0.02, 0.02, -0.02], [-0.04, 0.01, 0.00], [0.02, 0.02, 0.03], [0.02, 0.03, 0.07], [0.00, 0.03, 0.00], [0.01, -0.01, -0.03], [0.03, 0.01, 0.03], [0.03, 0.01, -0.12], [-0.01, -0.11, -0.05]]
}